{"formula": "C25H36N3OSSb2SeSiV", "method": "wB97M-V/def2-TZVPD", "symbols": ["V", "C", "Sb", "C", "C", "C", "C", "C", "C", "C", "C", "C", "Sb", "C", "C", "H", "H", "H", "H", "H", "H", "H", "H", "H", "H", "H", "H", "H", "H", "H", "H", "H", "H", "H", "H", "O", "C", "C", "C", "C", "C", "C", "C", "N", "C", "C", "N", "H", "H", "H", "H", "H", "H", "H", "C", "Si", "C", "C", "Se", "H", "H", "H", "H", "H", "H", "H", "H", "H", "S", "C", "N"], "positions_angstrom": [[-0.18959, 0.47038, -0.27369], [-3.93032, 0.87701, -2.18461], [-2.81741, -0.01560, -0.56374], [-3.63397, 1.33498, 0.89578], [-4.21695, -1.63591, -0.12636], [-4.09223, -2.08627, 1.27506], [-4.94581, -1.53337, 2.22708], [-4.90128, -1.91894, 3.55235], [-3.98067, -2.87281, 3.95564], [-3.11159, -3.41466, 3.02909], [-3.14335, -3.03442, 1.68774], [-2.15490, -3.63307, 0.76319], [-0.24656, -2.52049, 0.74404], [0.73997, -4.08992, -0.36831], [0.43048, -3.18343, 2.69668], [-4.98723, 0.83137, -1.92287], [-3.76295, 0.32940, -3.11004], [-3.62102, 1.91598, -2.30548], [-4.66873, 1.55760, 0.63790], [-3.05283, 2.25718, 0.90137], [-3.60386, 0.87507, 1.88129], [-4.06560, -2.43063, -0.84963], [-5.19005, -1.19122, -0.30783], [-5.66679, -0.79645, 1.90451], [-5.58296, -1.47893, 4.26387], [-3.94089, -3.19270, 4.98579], [-2.39083, -4.15715, 3.34342], [-2.49484, -3.68138, -0.27152], [-1.87153, -4.63120, 1.09151], [0.55014, -5.03273, 0.13336], [1.80963, -3.91265, -0.41346], [0.34152, -4.13278, -1.37767], [0.43995, -4.26803, 2.70782], [-0.23714, -2.81515, 3.47020], [1.43461, -2.81286, 2.88549], [-0.44804, 0.68039, 1.31221], [0.06311, 0.80776, 2.49613], [-0.67498, 0.57195, 3.65954], [-0.07323, 0.69848, 4.89328], [1.26002, 1.07565, 4.98997], [1.99797, 1.33654, 3.85189], [1.42689, 1.19525, 2.58657], [2.15238, 1.42040, 1.35526], [1.75646, 1.06410, 0.13319], [2.71619, 1.47994, -0.73663], [3.71804, 2.08867, -0.04113], [3.35577, 2.03817, 1.27012], [-1.71467, 0.28952, 3.56440], [-0.64554, 0.50492, 5.78614], [1.71638, 1.16659, 5.96222], [3.03118, 1.63726, 3.94768], [2.62179, 1.31499, -1.79433], [4.63075, 2.54103, -0.36792], [3.87155, 2.43049, 2.04165], [-0.96460, 2.00728, -4.26691], [-0.34107, 3.41312, -3.12495], [-1.39895, 5.00750, -3.16004], [1.53371, 3.79496, -3.25965], [-0.72172, 2.67047, -0.86352], [-0.63412, 2.15826, -5.28962], [-2.05138, 1.96904, -4.27553], [-0.58598, 1.03876, -3.93766], [-1.20322, 5.59773, -4.04885], [-1.16943, 5.61057, -2.28504], [-2.46101, 4.78224, -3.13141], [1.71221, 4.51974, -4.04686], [2.11834, 2.91002, -3.49590], [1.89832, 4.21747, -2.32541], [1.68516, -1.67719, -3.71676], [0.93178, -0.82744, -2.63860], [0.33581, -0.17201, -1.84196]], "forces_ev_per_a": [[-0.05, 0.15, -2.80], [0.31, -0.33, 0.04], [-1.85, 0.81, -0.24], [0.18, -0.18, 0.04], [0.49, 0.20, -0.49], [0.07, -0.15, 0.47], [0.00, -0.09, 0.00], [0.00, 0.08, 0.08], [0.01, 0.04, 0.07], [-0.03, 0.05, -0.02], [-0.22, 0.13, 0.21], [0.57, 0.33, -0.27], [0.08, -1.02, 0.08], [-0.09, 0.43, 0.11], [-0.16, 0.30, -0.38], [0.05, -0.01, 0.03], [-0.02, 0.05, -0.04], [0.04, -0.13, 0.09], [0.01, -0.05, -0.04], [-0.03, -0.10, -0.05], [0.00, 0.00, 0.05], [0.01, -0.08, -0.10], [-0.10, 0.09, -0.06], [-0.13, 0.07, 0.00], [-0.08, 0.01, 0.07], [-0.01, -0.04, 0.09], [0.03, -0.09, 0.02], [0.04, -0.06, 0.04], [0.05, -0.05, -0.07], [-0.04, -0.10, 0.10], [0.10, 0.03, -0.03], [-0.01, 0.03, -0.10], [-0.02, -0.15, -0.03], [-0.05, 0.07, 0.04], [0.05, 0.05, -0.02], [-1.51, 0.50, 3.71], [1.67, 0.39, 2.87], [-0.04, -0.02, -0.64], [0.12, 0.03, -0.03], [-0.01, 0.06, 0.06], [-0.12, -0.07, -0.19], [-0.90, -0.25, 0.27], [0.37, 0.06, -0.13], [0.15, -0.06, 0.92], [0.59, 0.18, -0.25], [-0.10, -0.17, -0.62], [-0.47, -0.15, 0.31], [-0.06, -0.05, 0.01], [-0.06, -0.02, 0.10], [0.09, 0.04, 0.08], [0.10, -0.03, 0.04], [0.05, 0.03, -0.01], [0.17, 0.07, -0.07], [-0.07, -0.03, -0.06], [0.38, 0.63, 0.45], [-0.08, -0.32, 0.50], [0.51, -0.84, 0.08], [-0.92, -0.20, 0.01], [-0.35, 1.24, -0.99], [0.09, 0.09, -0.22], [-0.10, 0.05, 0.08], [0.01, 0.09, 0.05], [0.10, 0.09, -0.20], [0.09, 0.09, 0.08], [-0.13, -0.14, 0.00], [0.00, 0.17, -0.21], [0.01, -0.17, 0.00], [-0.04, 0.01, 0.08], [0.02, 0.02, 0.05], [0.33, -0.44, -0.75], [0.87, -1.19, -2.29]], "mulliken_charge": [0.247, -1.215, 1.130, -1.243, -1.715, 0.936, -0.745, -0.696, -0.890, -0.591, 0.563, -1.405, 0.401, -1.288, -1.361, 0.469, 0.393, 0.249, 0.478, 0.376, 0.240, 0.633, 0.680, 0.390, 0.432, 0.448, 0.474, 0.469, 0.691, 0.413, 0.387, 0.381, 0.419, 0.374, 0.424, 0.579, 0.566, -0.826, -0.686, -0.940, -0.845, 0.428, 0.129, 0.587, -0.425, -0.994, -0.053, 0.352, 0.497, 0.424, 0.398, 0.522, 0.455, 0.189, -0.863, 0.390, -1.115, -1.077, -0.287, 0.441, 0.255, 0.091, 0.373, 0.334, 0.327, 0.431, 0.293, 0.296, -0.311, 0.420, -0.303], "fmax_ev_per_a": 4.03, "s2": 0.765, "e_tot_ha": -5727.2207, "charge": 1, "multiplicity": 2, "molar_mass_g_mol": 828.16}